[1]
An isolated molecule of C3H4N2O. Source: the Open Molecules 2025 dataset; level of theory: ωB97M-V/def2-TZVPD.

Last column: Löwdin charge in e.
CARTESIAN COORDINATES (ANGSTROEM)
O 1.3554 -0.5902 1.3354  0.076
C 0.3769 -0.4400 0.4126  -0.383
C 0.2409 -0.7234 -0.9244  -0.107
N -0.6678 0.1719 -1.4847  0.041
C -1.1203 0.8828 -0.4871  -0.218
N -0.5836 0.4818 0.7055  0.106
H 2.0893 -1.0037 0.8721  0.113
H 0.7572 -1.4571 -1.5413  0.101
H -1.7429 1.7669 -0.4963  0.113
H -0.7049 0.9111 1.6081  0.156

- SMILES: Oc1cnc[nH]1
- E_LUMO: 0.6690 eV
- Gap between HOMO and LUMO: 8.946 eV
- DFT total energy: -301.4503 Ha
- Strongest force on any atom: 0.90 eV/Å
- 2S+1: 1
- ΔE to the lowest compared entry with this formula, charge and spin: 96.9 kJ/mol


[2]
An isolated molecule of C5H4N2O at a distorted geometry. Source: the Open Molecules 2025 dataset; level of theory: ωB97M-V/def2-TZVPD.

Last column: Löwdin charge in e.
CARTESIAN COORDINATES (ANGSTROEM)
C 2.9156 -0.4226 -0.0028  0.140
C 1.7004 -0.3218 0.0368  -0.025
C 0.2722 -0.5251 -0.1596  -0.363
N -0.4696 -1.5626 -0.1422  0.130
C -1.7300 -0.9904 -0.0333  -0.135
C -1.7429 0.4065 -0.0145  -0.022
N -0.4272 0.6556 -0.1082  -0.172
O 0.1319 1.8604 -0.2065  0.065
H 3.9130 -0.6031 -0.2687  0.021
H -2.6515 -1.6158 0.0750  0.109
H -2.5070 1.1255 0.1788  0.116
H 0.5950 1.9935 0.6453  0.137

- SMILES: C#Cc1nccn1O
- E_LUMO: 0.6234 eV
- Gap between HOMO and LUMO: 9.321 eV
- DFT total energy: -377.5290 Ha
- Strongest force on any atom: 4.32 eV/Å
- 2S+1: 1
- ΔE to the lowest compared entry with this formula, charge and spin: 354.5 kJ/mol


[3]
A cluster of 2 separate species, C9H14O in total at a distorted geometry. Source: the Open Molecules 2025 dataset; level of theory: ωB97M-V/def2-TZVPD.

Last column: Löwdin charge in e.
CARTESIAN COORDINATES (ANGSTROEM)
C -2.4590 -0.5667 -1.2135  -0.053
C -0.9827 -0.3978 -0.9180  -0.312
C -0.4035 -1.4497 -0.1362  -0.054
C 0.9615 -1.5392 -0.0194  -0.034
C 1.8058 -0.4661 -0.4154  -0.331
O 3.0030 -0.3566 0.2160  0.062
C 1.2573 0.4713 -1.2446  -0.018
C -0.1130 0.4350 -1.5507  -0.058
H -3.0029 0.2540 -0.7275  0.065
H -2.8167 -1.4546 -0.7030  0.068
H -2.8463 -0.5766 -2.2345  0.080
H -1.0196 -2.2622 0.2195  0.107
H 1.3485 -2.5410 0.1415  0.114
H 3.1784 -1.0666 0.8178  0.094
H 1.9609 1.2204 -1.6061  0.120
H -0.5541 0.9191 -2.4225  0.120
C -0.5866 1.8526 2.5206  -0.134
C -1.7152 1.4116 1.5724  -0.181
H -0.7740 1.3240 3.4345  0.059
H 0.3317 1.5082 2.0226  0.058
H -0.4223 2.9233 2.6203  0.061
H -2.0647 1.8484 0.6309  0.062
H -2.6936 1.5046 2.0617  0.060
H -1.5949 0.3409 1.4255  0.043

- SMILES: Cc1ccc(O)cc1.CC
- E_LUMO: 0.8791 eV
- Gap between HOMO and LUMO: 9.183 eV
- DFT total energy: -426.5166 Ha
- Strongest force on any atom: 2.68 eV/Å
- 2S+1: 1
- ΔE to the lowest compared entry with this formula, charge and spin: 147.6 kJ/mol


[4]
A structure of composition C22H26CeF4N2O at a distorted geometry. Source: the Open Molecules 2025 dataset; level of theory: ωB97M-V/def2-TZVPD.

Last column: Löwdin charge in e.
CARTESIAN COORDINATES (ANGSTROEM)
Ce 1.1376 0.0297 1.2900  1.145
C 3.1958 -0.8429 -1.4717  -0.088
N 1.9864 -1.4494 -0.9383  -0.339
C 2.2289 -2.8473 -0.6092  -0.095
C 0.8574 -1.3324 -1.8625  -0.194
C 0.5187 0.1091 -2.2290  -0.231
N 0.5985 0.9516 -1.0507  -0.064
C 0.2558 2.2425 -1.1490  -0.207
C 0.4780 3.0876 -0.0353  -0.130
F 1.0719 2.5086 1.0651  -0.024
C 0.1911 4.4241 0.0230  -0.228
F 0.4743 5.1015 1.1554  0.077
C -0.3823 5.0827 -1.0528  0.031
C -0.6188 4.2978 -2.1675  -0.230
F -1.1848 4.8670 -3.2579  0.063
C -0.3183 2.9542 -2.2354  -0.153
F -0.6257 2.3091 -3.3917  0.054
H 3.4987 -1.3177 -2.4197  0.094
H 4.0008 -0.9650 -0.7457  0.084
H 3.0401 0.2217 -1.6406  0.086
H 2.5223 -3.4223 -1.5034  0.089
H 1.3257 -3.2932 -0.1905  0.084
H 3.0121 -2.9093 0.1449  0.074
H -0.0034 -1.7997 -1.3737  0.106
H 1.0585 -1.8920 -2.7935  0.125
H -0.4831 0.0888 -2.6708  0.094
H 1.1984 0.4568 -3.0206  0.115
H -0.6325 6.1304 -1.0222  0.119
C 4.4978 -1.4692 2.7355  -0.107
C 3.2144 -0.9232 2.1848  -0.360
O 2.9617 0.3087 2.4826  -0.286
H 5.0319 -0.7410 3.3579  0.067
H 5.1435 -1.7882 1.9084  0.064
H 4.2804 -2.3713 3.3139  0.071
C -3.1854 -1.3762 2.8747  -0.081
C -1.9790 -1.3538 1.9165  -0.646
C -1.6862 -2.8123 1.5305  -0.102
C -0.7444 -0.7115 2.5604  -0.308
C -2.3774 -0.5450 0.6691  -0.193
C -2.5211 0.8445 0.7868  -0.052
C -2.7986 1.6458 -0.3027  -0.091
C -2.9422 1.0847 -1.5722  -0.117
C -2.8227 -0.2853 -1.7094  -0.114
C -2.5497 -1.0887 -0.5987  -0.057
H -2.9045 -1.9214 3.7791  0.071
H -4.0669 -1.8546 2.4311  0.072
H -3.4607 -0.3615 3.1682  0.068
H -1.3791 -3.3435 2.4315  0.072
H -0.8521 -2.8814 0.8245  0.052
H -2.5491 -3.3278 1.0902  0.066
H -0.9825 -0.3370 3.5688  -0.043
H -2.3446 1.2867 1.7614  0.109
H -2.8769 2.7196 -0.1740  0.101
H -3.1239 1.7125 -2.4353  0.098
H -2.9245 -0.7437 -2.6866  0.098
H -2.4601 -2.1578 -0.7439  0.093

- E_LUMO (spin up / spin down): 2.5998 / 2.5992 eV
- Gap between HOMO and LUMO (spin up / spin down): 4.188 / 4.215 eV
- DFT total energy: -1913.1711 Ha
- Strongest force on any atom: 3.13 eV/Å
- 2S+1: 2
- Charge: -1


[5]
A cluster of 2 separate species, C4H2F2O in total at a distorted geometry. Source: the Open Molecules 2025 dataset; level of theory: ωB97M-V/def2-TZVPD.

Last column: Löwdin charge in e.
CARTESIAN COORDINATES (ANGSTROEM)
C 1.3246 0.9063 1.6617  0.232
C 0.6063 0.2059 0.8497  -0.212
C -0.2162 0.2218 -0.3434  -0.235
C 0.0825 -1.0821 0.1664  -0.436
O -0.0374 0.9064 -1.4476  0.089
F 1.0127 -1.9275 -0.3111  0.143
F -0.7858 -1.8094 0.8557  0.148
H -2.7167 1.0726 -0.0737  0.119
H 0.7300 1.5060 -1.3577  0.151

- E_LUMO (spin up / spin down): -1.5681 / -1.1947 eV
- Gap between HOMO and LUMO (spin up / spin down): 9.457 / 7.943 eV
- DFT total energy: -428.2327 Ha
- Strongest force on any atom: 1.42 eV/Å
- 2S+1: 1
- ΔE to the lowest compared entry with this formula, charge and spin: 843.2 kJ/mol